Record 1
Here is a structure of composition C12H13AuBrI2N3O2 from the Open Molecules 2025 dataset. Energies are from the ωB97M-V functional and the def2-TZVPD basis.

Positions of all 34 atoms, in Å:
Au1 -0.1512 1.1102 -1.5176
I1 2.9175 2.5985 -2.5498
C1 1.7748 4.2938 -2.0080
I2 -0.3067 3.6994 -1.9241
H1 1.8531 5.0286 -2.8604
H2 2.1311 4.6907 -1.0526
C2 1.2306 1.0194 3.7261
C3 0.0182 1.2886 2.8374
C4 -1.2453 1.7446 3.2420
C5 -2.2318 1.9779 2.2985
C6 -1.9614 1.7648 0.9452
Br1 -3.2122 1.9212 -0.4594
N1 -0.7447 1.3707 0.5757
C7 0.2232 1.1287 1.4588
H3 1.4887 1.9809 4.1603
H4 2.0450 0.5900 3.1520
H5 1.0316 0.3966 4.5931
H6 -1.3879 1.9558 4.2804
H7 -3.2053 2.3387 2.5196
H8 1.1802 0.8059 1.0490
C8 1.1805 -4.0663 -0.5358
N2 0.2215 -3.2730 -1.2556
C9 -0.6726 -3.8212 -2.0573
C10 -1.4564 -2.9685 -2.8167
C11 -1.3410 -1.5389 -2.6732
O1 -1.8792 -0.7920 -3.4757
N3 -0.4775 -1.0258 -1.7016
C12 0.3392 -1.8296 -1.0207
O2 1.1124 -1.3954 -0.2264
H9 0.9294 -5.0859 -0.6249
H10 1.1131 -3.7556 0.5633
H11 2.2110 -3.8787 -0.9063
H12 -0.6777 -4.9025 -2.1209
H13 -2.0502 -3.3713 -3.6146

Output
<S²>: 2.011
2S+1: 3
LUMO energy (alpha / beta): -6.85 / -10.33 eV
HOMO-LUMO gap (alpha / beta): 0.318 / 0.186 Ha
net charge: +2
relative energy (zero: lowest compared OMol25 entry of this formula, charge and spin): 67.9 kJ/mol


Record 2
Here is a structure of composition C12H13BrCaO from the Open Molecules 2025 dataset. Energies are from the ωB97M-V functional and the def2-TZVPD basis.

Positions of all 28 atoms, in Å:
C1 -1.4557 -0.9325 -1.8547
C2 -1.8077 -2.0229 -0.9900
C3 -2.6498 -1.5140 0.0474
H1 -1.4452 -3.0465 -1.1094
C4 -2.7245 -0.0896 -0.1168
C5 -2.0043 0.2675 -1.3026
H2 -2.0063 1.2361 -1.7796
H3 -0.9392 -0.9879 -2.8080
H4 -2.8603 -2.0528 1.0013
H5 -3.2277 0.6184 0.5445
Ca1 -0.7038 -0.7772 1.1922
Br1 0.9155 -2.5148 2.4522
C6 2.5486 1.5098 0.1033
C7 1.6691 2.2591 -0.7213
C8 1.4520 1.5061 -1.9189
H6 1.1454 3.1602 -0.4645
C9 2.2029 0.2916 -1.8294
C10 2.8890 0.2998 -0.5552
H7 3.4901 -0.5069 -0.1487
H8 2.8265 1.7724 1.1138
H9 0.7309 1.7154 -2.7258
H10 2.1969 -0.5560 -2.5389
C11 -1.6298 0.4231 3.4721
C12 -0.3751 0.9706 3.0315
O1 0.6571 1.5374 3.1608
H11 -2.4460 0.8609 2.8370
H12 -1.8665 0.6591 4.5365
H13 -1.5689 -0.7067 3.3966

Output
2S+1: 1
LUMO energy (alpha / beta): 5.23 / 5.23 eV
HOMO-LUMO gap (alpha / beta): 0.152 / 0.152 Ha
net charge: -2
relative energy (zero: lowest compared OMol25 entry of this formula, charge and spin): 0.0 kJ/mol


Record 3
Here is a structure of composition C12H13BrFeO2 from the Open Molecules 2025 dataset. Energies are from the ωB97M-V functional and the def2-TZVPD basis.

Positions of all 29 atoms, in Å:
C1 -1.7090 -0.4122 -0.6392
C2 -1.4878 -0.8710 0.6777
C3 -1.2901 0.2541 1.5819
H1 -1.7366 -1.8311 1.0847
C4 -1.4834 1.4400 0.7578
C5 -1.7753 1.0420 -0.5765
H2 -1.9964 1.7798 -1.4093
H3 -1.7709 -1.1160 -1.4708
H4 -1.6150 0.2217 2.5835
H5 -1.5744 2.4123 1.2317
Fe1 0.4190 0.4378 -0.8423
Br1 2.6249 0.9475 -0.0036
C6 1.7069 1.0281 -2.2322
C7 0.5836 1.8233 -2.6861
C8 -0.4385 0.9117 -3.0378
H6 0.6560 2.8620 -2.9865
C9 0.0234 -0.4342 -2.8518
C10 1.3725 -0.3989 -2.3944
H7 2.0746 -1.2158 -2.4200
H8 2.7089 1.4761 -2.1467
H9 -1.3212 1.1773 -3.6229
H10 -0.4664 -1.3156 -3.2669
C11 1.0276 -2.1159 3.8868
O1 0.5060 -1.6167 2.6100
C12 0.5235 -0.3194 2.4969
O2 0.9672 0.5538 3.1954
H11 0.6399 -1.5181 4.7120
H12 2.1035 -2.0364 3.7445
H13 0.7276 -3.1663 4.0242

Output
<S²>: 8.798
2S+1: 6
LUMO energy (alpha / beta): 3.33 / 3.29 eV
HOMO-LUMO gap (alpha / beta): 0.202 / 0.253 Ha
net charge: -1
relative energy (zero: lowest compared OMol25 entry of this formula, charge and spin): 147.2 kJ/mol


Record 4
Here is a structure of composition C12H13ClFeO from the Open Molecules 2025 dataset. Energies are from the ωB97M-V functional and the def2-TZVPD basis.

Positions of all 28 atoms, in Å:
C1 -1.1095 2.3906 -2.2308
C2 -1.5248 1.0069 -2.0432
C3 -0.3615 0.2382 -1.8216
H1 -2.5181 0.5769 -2.1909
C4 0.7539 1.1344 -1.7423
C5 0.2902 2.4696 -2.0266
H2 0.9665 3.3214 -2.1391
H3 -1.8141 3.2006 -2.4873
H4 -0.2503 -0.8728 -1.9076
H5 1.7740 0.7827 -1.6369
Fe1 -0.5547 1.7052 -0.2466
Cl1 -2.1991 1.3613 1.0332
C6 -0.0560 -2.4213 1.8796
C7 1.1071 -2.6773 1.0976
C8 0.6726 -3.1603 -0.1920
H6 2.1376 -2.4710 1.3687
C9 -0.7417 -3.2923 -0.1408
C10 -1.1973 -2.7888 1.1159
H7 -2.2364 -2.6431 1.3951
H8 -0.0597 -1.9717 2.8526
H9 1.3215 -3.3920 -1.0255
H10 -1.3699 -3.7075 -0.9327
C11 1.0017 2.1681 2.3570
C12 1.1581 1.4144 1.0478
O1 1.9919 0.6247 0.6564
H11 0.4750 1.5081 3.0927
H12 0.3473 3.0349 2.1132
H13 1.9957 2.4599 2.7538

Output
<S²>: 8.771
2S+1: 6
LUMO energy (alpha / beta): 2.85 / 1.10 eV
HOMO-LUMO gap (alpha / beta): 0.193 / 0.128 Ha
net charge: -1


Copy entry 2 word for word.
Here is a structure of composition C12H13BrCaO from the Open Molecules 2025 dataset. Energies are from the ωB97M-V functional and the def2-TZVPD basis.

Positions of all 28 atoms, in Å:
C1 -1.4557 -0.9325 -1.8547
C2 -1.8077 -2.0229 -0.9900
C3 -2.6498 -1.5140 0.0474
H1 -1.4452 -3.0465 -1.1094
C4 -2.7245 -0.0896 -0.1168
C5 -2.0043 0.2675 -1.3026
H2 -2.0063 1.2361 -1.7796
H3 -0.9392 -0.9879 -2.8080
H4 -2.8603 -2.0528 1.0013
H5 -3.2277 0.6184 0.5445
Ca1 -0.7038 -0.7772 1.1922
Br1 0.9155 -2.5148 2.4522
C6 2.5486 1.5098 0.1033
C7 1.6691 2.2591 -0.7213
C8 1.4520 1.5061 -1.9189
H6 1.1454 3.1602 -0.4645
C9 2.2029 0.2916 -1.8294
C10 2.8890 0.2998 -0.5552
H7 3.4901 -0.5069 -0.1487
H8 2.8265 1.7724 1.1138
H9 0.7309 1.7154 -2.7258
H10 2.1969 -0.5560 -2.5389
C11 -1.6298 0.4231 3.4721
C12 -0.3751 0.9706 3.0315
O1 0.6571 1.5374 3.1608
H11 -2.4460 0.8609 2.8370
H12 -1.8665 0.6591 4.5365
H13 -1.5689 -0.7067 3.3966

Output
2S+1: 1
LUMO energy (alpha / beta): 5.23 / 5.23 eV
HOMO-LUMO gap (alpha / beta): 0.152 / 0.152 Ha
net charge: -2
relative energy (zero: lowest compared OMol25 entry of this formula, charge and spin): 0.0 kJ/mol


Question: Which of these has the lowest 2S+1?
Answer: C12H13BrCaO